H26O13 | ωB97M-V/def2-TZVPD

Energy relative to the best compared isomer or geometry (same formula, charge and spin) ... 257.29 kJ/mol
Orbital gap ... 0.357 Ha
LUMO level ... -0.5 eV
2S+1 ... 1
DFT total energy ... -27039.2804 eV

```
39
Properties=species:S:1:pos:R:3:forces:R:3
O -2.575 -1.610 1.198 -1.168 -0.750 1.275
O -1.259 0.303 3.009 0.925 1.296 0.806
O -2.013 -2.357 -1.897 -0.649 0.024 0.131
O 3.403 -2.269 -1.365 -0.338 -0.301 0.330
O -1.936 0.645 -2.372 1.102 0.531 0.810
O 1.039 2.876 -0.076 -0.144 2.112 1.643
O 1.283 0.509 2.286 0.797 0.491 -0.981
O -0.436 -0.111 -0.077 -0.237 -0.288 -0.176
O -1.782 2.721 -0.381 -1.997 1.516 0.476
O 1.043 -2.397 0.636 -1.898 0.039 -1.105
O 0.863 -3.239 -2.096 -1.220 0.077 -1.098
O 1.800 -0.067 -1.476 -0.235 0.268 -1.148
O -0.568 3.388 2.555 -0.391 -0.381 0.001
H 0.621 -1.527 0.515 -0.814 -0.412 0.109
H -3.323 -1.864 0.637 0.703 0.336 -0.125
H 1.087 2.480 -0.910 0.060 -1.029 -2.131
H 1.801 0.169 2.995 0.802 -0.322 0.760
H 2.485 0.289 -0.941 0.932 0.459 1.545
H -0.975 0.747 3.835 -0.260 -0.225 -0.575
H -1.249 2.698 2.381 0.542 0.926 -0.087
H -2.071 -0.121 3.232 -1.030 -0.879 -0.149
H -1.846 -3.207 -2.303 0.288 -0.250 -0.047
H 0.343 -0.080 -0.670 -0.401 0.431 0.552
H -0.822 4.225 2.139 -0.271 -0.553 0.194
H -0.932 2.969 -0.049 1.321 -0.044 0.411
H -1.493 0.942 -1.520 -0.993 -0.650 -1.459
H 0.994 3.840 -0.277 0.241 -0.991 0.303
H -2.344 3.496 -0.090 0.619 -1.505 -0.700
H 0.399 0.261 2.520 -1.027 -0.426 0.038
H 1.980 0.398 -2.298 -0.402 -0.154 -0.637
H -2.002 -1.016 0.739 0.418 0.348 -1.091
H -0.405 0.599 0.570 0.408 0.254 -0.033
H 1.762 -3.486 -2.165 1.683 -0.701 -0.769
H 4.205 -1.880 -1.680 0.899 0.186 -0.325
H 2.736 -1.578 -1.485 -0.095 -0.331 -0.047
H -1.259 -1.818 -2.124 0.268 -0.047 0.026
H 1.814 -2.104 1.041 2.598 0.214 1.250
H -1.286 0.075 -2.812 -0.391 0.265 0.198
H 0.918 -2.900 -1.220 -0.645 0.467 1.825
```
Forces are in eV/Å.

C5H13NO | ωB97M-V/def2-TZVPD

Energy relative to the best compared isomer or geometry (same formula, charge and spin) ... 97.33 kJ/mol
Orbital gap ... 0.386 Ha
LUMO level ... 0.8 eV
Structure (SMILES) ... CCC(N)=O.CC
2S+1 ... 1
DFT total energy ... -8933.0021 eV

```
20
Properties=species:S:1:pos:R:3:forces:R:3
O -0.979 0.230 -2.380 0.010 -1.081 0.324
N -0.666 1.288 -0.450 -0.131 0.568 1.217
C -0.492 -1.014 3.043 -0.228 1.476 -0.317
C 1.756 0.067 -2.876 -1.150 -0.161 0.162
C -0.266 0.431 -1.413 0.695 2.082 -1.403
C 1.274 0.208 -1.428 -1.216 -0.132 -0.463
C -1.462 -0.548 1.945 -1.944 -0.912 1.554
H 2.791 0.379 -2.870 0.237 -0.322 -0.707
H 1.746 1.083 -0.990 -0.087 0.150 0.155
H -2.491 -0.675 2.323 0.142 0.055 0.207
H 1.110 0.630 -3.560 0.490 0.758 0.403
H -0.068 1.561 0.301 0.459 -0.197 0.100
H 0.350 -1.497 2.565 0.094 -0.701 0.532
H -1.567 1.732 -0.385 -0.229 -0.509 -0.593
H 1.530 -0.627 -0.795 0.208 -0.479 0.098
H -1.522 -1.229 1.107 0.627 0.356 -0.649
H -1.004 -1.479 3.883 0.237 -0.949 -0.426
H -0.092 -0.139 3.542 0.362 0.407 -0.042
H 1.513 -0.908 -3.297 0.835 -0.479 0.381
H -1.461 0.507 1.738 0.589 0.069 -0.534
```
Forces are in eV/Å.

C4H8N4 | ωB97M-V/def2-TZVPD

Energy relative to the best compared isomer or geometry (same formula, charge and spin) ... 580.63 kJ/mol
Orbital gap ... 0.360 Ha
LUMO level ... 1.0 eV
Structure (SMILES) ... [H]/N=C(\N)[C@@H]1CN1N=C
2S+1 ... 1
DFT total energy ... -10232.2243 eV

```
16
Properties=species:S:1:pos:R:3:forces:R:3
N -0.066 0.349 -1.416 0.846 -0.124 2.494
N 1.071 -0.358 -0.625 -1.738 2.454 -3.558
N -0.584 -0.902 2.468 -4.071 5.012 -1.650
N -1.529 0.686 0.622 4.358 -2.744 -2.700
C -0.136 -0.058 -2.565 1.595 -1.600 -4.961
C 0.707 -0.629 0.698 1.770 0.925 0.469
C -0.589 -0.213 1.274 0.001 -3.342 3.823
C 1.535 0.658 0.323 2.333 -2.017 0.794
H 0.667 -0.799 -2.832 -0.904 0.319 -0.280
H 2.760 0.495 0.343 -3.509 1.352 0.515
H -2.395 0.491 0.972 -2.919 -0.481 1.394
H -1.430 0.295 -0.485 -0.477 2.113 3.625
H 1.305 -1.499 1.130 -1.565 1.306 -0.378
H -1.443 -0.410 3.022 2.057 -1.807 -1.163
H 0.875 1.556 0.552 1.629 -0.919 -0.822
H -0.747 0.338 -3.482 0.595 -0.449 2.399
```
Forces are in eV/Å.

C3H11BrSi3 | ωB97M-V/def2-TZVPD

Energy relative to the best compared isomer or geometry (same formula, charge and spin) ... 230.39 kJ/mol
Orbital gap ... 0.283 Ha
LUMO level ... -1.0 eV
2S+1 ... 1
DFT total energy ... -96961.8624 eV

```
18
Properties=species:S:1:pos:R:3:forces:R:3
Br 1.522 -2.009 -0.511 0.678 -0.740 -0.370
Si 5.926 1.872 0.300 1.480 -1.366 -1.442
Si 0.170 -0.913 0.769 0.757 2.468 1.398
Si -1.934 -1.610 0.745 -1.720 -2.030 -0.668
C -2.440 -0.457 -0.637 0.631 -1.229 -1.651
C -1.208 0.317 -1.117 -2.271 3.571 -1.167
C -0.182 0.736 -0.088 1.290 0.255 -0.316
H 5.367 3.080 0.756 -0.941 1.786 0.793
H -0.760 -0.157 -1.966 0.723 -0.861 -0.095
H 5.169 1.034 1.229 -0.549 -0.426 0.647
H -0.379 1.536 0.664 -0.720 -0.685 -0.510
H -2.920 -1.348 1.781 0.098 -0.022 0.849
H 0.649 -0.380 2.068 0.521 -0.763 0.157
H -2.038 -3.115 0.373 0.034 1.059 0.229
H -1.690 1.193 -1.681 0.905 -0.513 0.833
H -2.612 -1.055 -1.548 -0.590 -0.234 0.488
H 0.708 1.157 -0.620 -0.415 -0.570 0.371
H -3.348 0.119 -0.516 0.088 0.301 0.453
```
Forces are in eV/Å.

C25H55BBrNO9SSi2 | ωB97M-V/def2-TZVPD

Orbital gap ... 0.310 Ha
LUMO level ... 0.6 eV
2S+1 ... 1
DFT total energy ... -144047.0414 eV

```
95
Properties=species:S:1:pos:R:3:forces:R:3
Br -2.990 -0.579 -4.633 -0.263 -0.452 -0.086
S -3.806 -4.977 2.357 0.022 0.089 -0.357
Si -4.072 -1.980 1.603 -0.062 0.567 0.437
Si -3.941 -1.097 -1.139 -0.132 0.426 -0.427
O 7.247 4.195 -2.527 -0.095 0.440 -0.396
O 6.053 2.382 -0.298 0.028 -0.212 0.198
O 0.022 1.147 2.762 0.099 0.110 -0.064
O 6.299 5.481 -4.041 0.331 0.222 0.058
O 1.675 2.261 1.832 -0.328 0.047 -0.283
O -4.485 -0.826 0.430 0.635 -1.278 -0.544
O -6.274 -0.693 3.047 0.661 0.143 0.700
O 7.474 1.418 1.080 -0.371 -0.122 0.210
O -2.913 1.819 -3.449 2.047 3.557 -1.062
N -1.172 -0.303 -1.135 -0.427 -0.485 0.490
C 0.979 1.860 2.910 0.138 -0.159 0.209
C -3.890 -6.553 1.408 0.466 0.355 0.264
C -2.887 -7.580 1.994 -0.275 0.038 -0.564
C 9.850 1.522 1.598 0.025 0.143 -0.093
C -8.642 -2.037 -1.196 0.718 0.074 0.658
C 1.468 2.244 4.287 -0.217 0.470 0.100
C -1.510 0.654 -0.087 1.074 0.935 -0.395
C 4.046 2.670 2.230 -0.085 -0.217 0.233
C 2.701 3.262 1.870 0.341 0.054 0.108
C 6.561 4.269 -3.510 -0.218 -0.157 0.157
C -2.077 -1.463 -1.245 0.275 0.357 -0.359
C -3.399 0.794 -3.295 -1.709 -1.776 1.911
C -4.287 0.546 -2.086 -0.357 -1.196 -0.447
C 8.646 0.641 1.336 0.261 0.058 0.020
C 7.139 1.892 -0.141 0.198 0.284 -0.347
C -6.317 -2.783 -1.702 0.300 0.380 -1.080
C -4.838 -2.465 -2.096 -0.438 -0.086 0.657
C 8.167 1.869 -1.245 0.159 -0.818 0.050
C -4.358 -3.781 1.073 0.149 -0.297 0.413
C 5.909 3.049 -4.117 0.271 -0.076 -0.365
C 4.156 5.655 -5.186 -0.065 -0.110 0.112
C -3.692 -2.647 5.069 -0.483 0.095 0.241
C -7.143 -1.624 -1.109 -1.055 -1.394 0.399
C 5.666 5.675 -5.309 -0.270 -0.025 -0.092
C -5.148 -2.401 4.567 -0.102 0.279 -0.089
B -5.256 -1.639 3.181 -0.591 0.209 0.613
H 2.122 1.458 4.663 0.012 0.015 -0.023
H 3.690 5.866 -6.150 0.018 0.008 0.009
H 5.727 3.132 -5.186 -0.167 0.081 0.045
H 7.647 1.755 -2.188 -0.051 0.238 0.026
H -4.910 -6.944 1.411 0.115 0.137 -0.086
H 10.721 0.915 1.851 -0.021 -0.003 0.007
H -5.736 -3.332 4.520 0.297 0.050 -0.006
H -0.585 1.189 0.168 -0.224 -0.087 0.104
H -1.828 0.184 0.844 -0.115 -0.139 -0.280
H 2.747 3.675 0.863 -0.148 -0.133 -0.032
H -3.459 -3.714 5.086 0.176 0.205 -0.060
H -6.997 -0.662 -1.604 0.268 -0.104 0.161
H -5.921 0.179 2.817 -0.353 -0.320 -0.657
H 8.823 -0.076 0.532 -0.001 0.078 -0.055
H -3.587 -6.287 0.391 -0.246 -0.130 0.083
H -2.930 -2.103 4.499 -0.147 -0.238 -0.092
H -8.695 -3.038 -0.747 -0.241 0.039 -0.387
H 1.989 3.198 4.321 0.181 -0.107 -0.050
H 3.826 6.404 -4.465 0.045 0.048 -0.060
H 9.646 2.205 2.423 -0.013 -0.081 0.038
H -5.671 -1.779 5.309 -0.013 -0.111 -0.217
H 6.033 4.955 -6.043 -0.024 -0.061 0.062
H 3.795 4.690 -4.831 0.010 -0.021 -0.087
H 2.417 4.085 2.529 -0.050 -0.075 0.060
H 8.868 1.039 -1.175 0.083 0.094 0.187
H -3.784 -4.012 0.169 -0.380 0.005 -0.037
H 10.096 2.133 0.729 0.030 -0.078 -0.030
H 6.574 2.200 -3.981 -0.073 0.004 0.175
H -2.209 -7.887 1.191 0.005 -0.003 0.241
H -5.438 -3.930 0.969 0.212 0.036 -0.481
H -2.656 -1.789 1.977 0.174 -0.129 -0.221
H 8.424 0.056 2.228 -0.173 0.074 -0.025
H -0.987 0.136 -2.026 -0.142 0.008 0.091
H -3.622 -2.255 6.090 0.108 -0.255 -0.105
H -9.266 -1.410 -0.549 0.007 0.109 -0.390
H -4.228 -3.378 -2.028 -0.133 0.134 -0.106
H -1.921 -1.880 -2.252 -0.124 -0.112 0.271
H -6.358 -3.675 -1.067 -0.058 0.324 0.169
H 5.989 6.657 -5.653 0.116 -0.013 0.155
H 4.038 2.233 3.231 -0.028 0.120 0.047
H -3.413 -8.480 2.326 0.164 0.179 0.188
H -9.002 -2.047 -2.227 -0.085 -0.053 0.190
H 4.307 1.874 1.535 0.054 0.136 -0.090
H -4.821 -2.166 -3.152 0.148 0.022 0.227
H 4.971 2.854 -3.599 0.023 0.006 0.021
H -5.319 0.523 -2.469 0.183 -0.247 0.087
H -1.728 -2.241 -0.545 -0.276 0.086 -0.060
H -2.280 -7.157 2.798 -0.177 -0.129 -0.023
H -6.830 -3.085 -2.630 0.116 -0.047 0.192
H -4.232 1.417 -1.430 0.274 -0.035 -0.213
H 8.709 2.811 -1.250 -0.044 0.007 -0.024
H 4.823 3.433 2.192 0.006 -0.037 -0.078
H -6.933 -1.589 -0.034 0.249 0.645 -0.233
H 0.604 2.335 4.942 -0.005 -0.230 -0.031
H -2.207 1.449 -0.410 -0.220 -0.387 0.216
```
Forces are in eV/Å.

C20H23BCl3CuF4N2O2Si | ωB97M-V/def2-TZVPD

Energy relative to the best compared isomer or geometry (same formula, charge and spin) ... 0.00 kJ/mol
Orbital gap ... 0.181 Ha
LUMO level ... 3.8 eV
Net charge ... -2
2S+1 ... 1
DFT total energy ... -129826.1596 eV

```
57
Properties=species:S:1:pos:R:3:forces:R:3
Cu 1.565 -0.321 2.054 -0.937 -0.192 -0.341
Cl 4.188 1.909 2.510 0.023 0.103 0.040
Cl 4.536 -0.078 5.040 -0.228 -0.050 0.218
Cl 5.259 -1.163 2.124 -0.036 -0.085 -0.034
Si 3.599 -0.124 3.085 0.640 0.179 -0.511
F -0.437 -0.321 6.607 0.048 0.045 -0.016
F -1.392 -2.509 7.666 -0.021 0.080 0.132
F -1.170 -4.759 3.549 0.004 -0.037 -0.128
F -0.235 -2.578 2.366 0.038 0.065 -0.063
O 2.033 0.258 -0.927 -0.002 0.035 -0.154
O -0.121 -0.490 -0.845 -0.282 -0.147 0.156
N 0.137 -0.219 3.693 0.117 0.190 -0.306
N -0.375 2.135 2.154 -0.090 0.069 -0.029
C 0.205 1.070 4.350 -0.126 -0.001 0.112
C -0.005 0.019 -7.057 -0.023 -0.012 0.070
C 0.051 -0.118 -4.515 0.023 0.004 -0.043
C -0.303 -1.262 4.361 -0.129 -0.131 0.338
C 0.216 -0.249 -2.129 0.268 0.125 -0.155
C -0.634 -1.372 5.758 -0.006 0.108 -0.030
C -1.791 1.973 2.354 0.109 -0.029 -0.029
C -2.030 0.562 -5.733 0.073 -0.048 -0.005
C -0.515 -2.510 3.682 0.037 -0.095 0.020
C -0.072 3.197 1.232 -0.023 -0.119 0.014
C -0.531 -0.418 -3.272 -0.051 -0.031 0.187
C -1.118 -2.520 6.338 -0.037 -0.183 -0.240
C -0.994 -3.637 4.290 -0.041 0.036 0.108
C 1.361 0.347 -4.547 0.003 0.014 -0.093
C -0.778 -0.328 -5.782 -0.064 -0.012 -0.053
C -1.330 -3.692 5.637 0.003 0.041 0.107
C 2.121 0.520 -3.384 0.075 0.005 0.185
C 0.409 2.227 3.366 0.019 -0.168 0.033
C 1.537 0.214 -2.176 -0.279 -0.076 -0.120
C -1.204 -1.802 -5.882 0.024 0.082 -0.020
B 1.014 -0.218 -0.006 0.908 0.077 0.610
H -0.705 1.274 4.930 0.010 -0.034 0.009
H 1.045 1.117 5.057 -0.050 0.086 0.055
H -1.826 -2.094 -5.037 -0.004 -0.011 0.012
H -0.324 -2.448 -5.889 -0.009 -0.014 -0.004
H 1.458 2.267 3.066 0.009 0.034 -0.021
H -1.739 1.611 -5.648 -0.026 0.006 0.000
H -2.260 1.750 1.392 -0.038 0.024 0.019
H 0.186 3.166 3.918 0.061 0.022 0.007
H -1.973 1.131 3.019 -0.024 -0.001 -0.012
H 1.008 3.259 1.089 -0.004 -0.001 -0.023
H 0.886 -0.603 -7.162 0.008 0.031 -0.014
H -2.274 2.882 2.772 0.000 -0.004 0.038
H -1.545 -0.791 -3.188 -0.008 0.007 -0.029
H -0.537 2.986 0.265 0.012 0.031 -0.008
H 0.297 1.068 -7.065 0.024 -0.018 -0.014
H -1.769 -1.974 -6.804 -0.017 -0.007 0.018
H -2.629 0.438 -6.641 -0.006 -0.014 0.012
H -1.728 -4.579 6.104 0.029 -0.016 -0.022
H 1.829 0.583 -5.495 -0.021 -0.012 0.036
H -0.646 -0.157 -7.925 0.009 0.010 -0.019
H 3.144 0.872 -3.430 -0.009 0.007 -0.003
H -2.652 0.315 -4.873 -0.018 0.018 0.003
H -0.440 4.184 1.584 0.034 0.018 -0.002
```
Forces are in eV/Å.

Which of these has the lowest LUMO level?
C3H11BrSi3

Which formula does entry 3 have?
C4H8N4